96
Properties=species:S:1:pos:R:3:lowdin_charge:R:1 method="wB97M-V/def2-TZVPD" max_force_ev_per_a=16.847 e_homo_ev=-9.2 e_lumo_ha=-0.0629 spin_multiplicity=1 total_energy_ev=-78047.6947 gap_ev=7.50
C 1.81 -1.53 7.12 -0.068
C 1.88 -0.76 8.41 0.023
C 2.28 0.68 8.37 0.095
C 2.69 1.39 7.02 0.012
C 2.47 0.51 5.72 0.101
C 2.02 -0.93 5.89 -0.070
N 3.04 2.85 7.10 -0.410
O 3.05 3.49 6.03 0.038
O 2.93 3.38 8.11 0.119
H 1.40 -2.57 7.15 0.109
H 1.55 -1.17 9.20 0.007
H 2.40 1.04 9.17 -0.039
H 2.73 0.81 4.81 0.008
H 1.79 -1.43 4.99 0.067
C -4.91 -5.27 -1.80 -0.079
C -5.10 -6.77 -2.22 0.009
C -4.85 -7.89 -1.09 0.051
C -4.33 -7.44 0.24 -0.085
C -4.16 -5.94 0.56 0.044
C -4.53 -4.95 -0.47 -0.100
N -4.22 -8.47 1.31 -0.325
O -4.53 -9.66 0.96 0.028
O -3.84 -8.09 2.44 0.055
H -5.14 -4.56 -2.58 0.074
H -5.16 -7.08 -3.35 0.107
H -5.20 -8.81 -1.22 0.029
H -4.03 -5.52 1.53 0.068
H -4.36 -3.81 -0.24 0.103
C 1.30 3.04 -2.48 -0.134
C 0.08 4.01 -2.46 0.024
C 0.43 5.52 -2.69 0.063
C 1.85 5.83 -3.36 -0.097
C 2.97 4.78 -3.43 0.066
C 2.59 3.29 -2.89 -0.118
N 2.22 7.19 -3.79 -0.406
O 1.17 7.95 -4.12 -0.030
O 3.28 7.52 -3.86 0.156
H 1.27 1.94 -2.21 0.085
H -0.77 3.68 -2.05 0.011
H -0.26 6.44 -2.47 0.119
H 3.93 4.95 -4.05 0.111
H 3.42 2.44 -3.26 0.154
C -0.81 0.83 -4.42 -0.044
C -0.44 -0.34 -3.44 -0.016
C 0.99 -0.74 -3.13 0.049
C 2.06 -0.26 -4.21 -0.041
C 1.69 1.00 -5.06 0.001
C 0.29 1.39 -5.08 -0.138
N 3.47 -0.77 -4.12 -0.423
O 4.23 -0.32 -5.06 -0.026
O 3.76 -1.65 -3.54 0.177
H -1.81 1.13 -4.61 0.075
H -1.35 -0.78 -2.99 0.075
H 1.16 -1.51 -2.50 0.038
H 2.55 1.41 -5.75 0.140
H -0.16 2.13 -5.83 0.120
C 6.36 2.47 -1.38 -0.082
C 6.72 0.99 -1.22 -0.026
C 6.09 0.25 -0.15 0.012
C 4.84 0.75 0.63 -0.058
C 4.27 2.09 0.18 0.062
C 5.22 3.01 -0.75 -0.074
N 4.27 0.10 1.89 -0.291
O 4.73 -1.04 2.26 0.048
O 3.16 0.53 2.24 0.010
H 6.87 3.28 -1.92 0.098
H 7.73 0.54 -1.59 0.131
H 6.47 -0.57 0.11 0.007
H 3.39 2.55 0.82 0.129
H 4.91 4.01 -1.02 0.074
C 0.20 0.17 0.82 -0.047
C 0.29 -0.50 2.10 0.032
C -0.76 -1.61 2.66 0.124
C -2.03 -1.72 1.77 -0.038
C -2.14 -0.91 0.38 0.084
C -0.97 0.02 0.00 -0.040
N -3.21 -2.52 2.29 -0.292
O -4.25 -2.47 1.47 -0.055
O -2.98 -3.46 3.03 0.087
H 0.88 0.70 0.36 0.028
H 1.03 -0.27 2.67 -0.026
H -0.64 -2.02 3.56 0.027
H -3.03 -1.04 -0.20 0.055
H -1.01 0.38 -0.97 0.026
C -3.98 1.39 -1.66 -0.382
O -3.71 0.64 -2.61 -0.031
N -5.03 1.21 -0.94 -0.150
C -5.41 2.23 0.09 0.002
C -6.05 0.16 -1.21 0.016
H -3.41 2.18 -1.30 0.115
H -6.53 2.45 0.11 0.122
H -4.82 2.97 0.24 0.016
H -5.51 1.58 0.96 0.086
H -5.65 -0.51 -2.07 0.132
H -6.79 0.51 -1.75 0.025
H -6.32 -0.13 -0.24 0.077

---

9
Properties=species:S:1:pos:R:3:lowdin_charge:R:1 method="wB97M-V/def2-TZVPD" max_force_ev_per_a=3.696 e_homo_ev=-10.0 e_lumo_ha=0.0181 spin_multiplicity=1 total_energy_ev=-27682.6985 gap_ev=10.49
C 1.44 -0.58 0.19 -0.092
C 0.60 -0.13 -0.74 -0.157
F -2.46 -0.36 -0.68 -0.222
F -1.54 1.86 -0.41 -0.235
P -1.28 0.37 0.13 0.282
S -1.39 0.33 2.03 0.291
H 2.47 -0.92 -0.05 0.071
H 1.24 -0.67 1.24 0.018
H 0.92 0.10 -1.73 0.044

---

Calculated relative energy (zero: lowest compared OMol25 entry of this formula, charge and spin) (kcal per mole), listed in the same order as above: 587.9 20.6